1.
{
  "formula": "C27H41BaNP2",
  "method": "the ωB97M-V functional and the def2-TZVPD basis",
  "symbols": ["H", "C", "H", "H", "H", "H", "C", "C", "H", "C", "H", "C", "H", "H", "C", "C", "C", "H", "P", "H", "H", "C", "H", "C", "C", "C", "C", "Ba", "C", "C", "H", "H", "N", "H", "C", "H", "H", "C", "H", "C", "H", "H", "C", "C", "H", "H", "H", "C", "H", "H", "C", "C", "H", "H", "H", "H", "C", "H", "C", "H", "C", "H", "H", "H", "C", "H", "H", "H", "H", "H", "P", "H"],
  "xyz": [[-2.97, -0.79, -0.55], [-3.49, -0.79, -3.05], [-0.63, -1.85, 0.26], [0.25, -1.16, -4.63], [1.09, -3.49, -4.72], [1.08, 1.98, 0.32], [2.48, -2.60, -2.41], [-2.26, -2.99, -2.49], [-0.04, -1.01, -1.10], [0.33, -3.63, -3.94], [-3.89, -0.82, -4.06], [0.61, 0.39, 4.79], [3.87, 0.43, 3.74], [2.82, -3.10, -3.34], [-2.13, -0.10, -3.10], [-0.51, 4.52, 2.15], [2.97, 0.06, 4.25], [3.00, -1.64, -2.35], [0.11, 1.24, -1.82], [-1.05, 2.51, -3.68], [1.86, -2.34, 6.41], [0.50, 3.32, 4.48], [-0.69, -3.67, -1.28], [1.76, 0.78, 4.03], [-1.20, -2.76, -1.64], [-0.54, 4.25, 4.56], [0.59, 3.68, 2.09], [2.61, -0.20, 0.40], [-0.97, -1.52, -0.74], [1.33, 2.03, -0.76], [-4.20, -2.82, -3.18], [-4.20, -0.18, -2.48], [1.71, 1.74, 3.02], [-0.93, 4.52, 5.54], [-1.82, 0.56, -1.80], [-1.78, 0.13, 0.34], [-1.94, 5.49, 3.47], [-1.97, -0.39, -0.62], [-1.20, -0.84, -3.30], [0.95, -1.80, 1.99], [1.98, 0.14, -2.91], [-2.23, -3.88, -3.14], [-3.53, -2.26, -2.51], [1.84, -1.44, 5.77], [-2.12, 0.62, -3.93], [1.87, -2.29, 2.39], [0.54, 3.15, -3.27], [3.00, -1.03, 5.11], [3.94, -1.58, 5.25], [0.58, -1.11, 2.78], [-0.37, 2.71, -2.84], [0.98, 2.89, 3.20], [0.93, 0.97, -4.05], [-0.84, 3.47, -2.20], [-0.26, -1.02, 6.17], [2.38, 1.76, -1.01], [0.19, -0.97, -3.55], [1.34, 3.08, -1.03], [0.66, -0.72, 5.63], [0.20, -2.59, 1.88], [-1.10, 4.82, 3.40], [-0.66, -3.49, -4.38], [-3.99, -2.26, -1.52], [2.68, -3.26, -1.56], [0.92, 0.31, -3.18], [-0.31, 0.97, 4.68], [-2.41, 1.48, -1.62], [0.91, 2.88, 5.38], [1.16, 3.60, 1.16], [0.41, -4.66, -3.55], [0.72, -2.41, -2.64], [-0.90, 4.98, 1.25]],
  "lowdin_charge": [0.103, -0.174, 0.055, 0.074, 0.038, -0.018, -0.304, -0.148, -0.009, -0.246, 0.103, -0.072, 0.085, 0.039, -0.263, -0.119, -0.096, -0.015, 1.002, 0.060, 0.095, -0.065, 0.096, -0.369, -0.296, -0.106, -0.089, 1.627, -0.247, -0.390, 0.107, 0.104, -0.002, 0.095, -0.296, 0.125, 0.080, -0.187, 0.018, -0.360, 0.040, 0.095, -0.209, -0.123, 0.105, -0.076, 0.055, -0.121, 0.096, -0.062, -0.215, -0.324, 0.090, 0.060, 0.107, -0.028, -0.454, 0.063, -0.106, -0.056, -0.132, 0.041, 0.099, 0.041, -0.366, 0.112, 0.118, 0.105, 0.059, 0.053, 0.806, 0.088],
  "homo_ev": [-5.64, -5.64],
  "spin_multiplicity": 1,
  "e_tot_ev": -49413.64802,
  "de_lowest_kcal_mol": 64.0,
  "homo_lumo_gap_ha": [0.1628, 0.1628]
}


2.
{
  "formula": "C3H9N3",
  "method": "the ωB97M-V functional and the def2-TZVPD basis",
  "symbols": ["H", "H", "N", "H", "C", "C", "H", "H", "H", "H", "H", "N", "C", "N", "H"],
  "xyz": [[-0.30, 1.56, -1.86], [-0.19, 1.14, 2.19], [-1.47, -1.01, -1.40], [3.06, 0.17, 2.11], [1.12, -0.30, 2.05], [-1.77, 0.00, -2.27], [-0.65, -0.86, -0.83], [-2.65, -0.07, -2.89], [2.81, -1.43, 1.46], [-1.62, 2.04, -2.95], [-1.77, -1.96, -1.59], [0.80, 0.93, 2.12], [-1.26, 1.25, -2.31], [2.44, -0.56, 1.80], [0.42, -1.14, 2.06]],
  "nbo_charge": [0.186, 0.333, -1.021, 0.381, -0.012, -0.079, 0.358, 0.174, 0.341, 0.180, 0.324, -0.777, -0.585, -0.891, 0.088],
  "homo_ev": [1.22, -4.55],
  "spin_multiplicity": 2,
  "e_tot_ev": -7724.80967,
  "de_lowest_kcal_mol": 27.6,
  "homo_lumo_gap_ha": [0.1061, 0.3203],
  "charge": -1
}


3.
{
  "formula": "C27H35AuBN2OS3Sb",
  "method": "the ωB97M-V functional and the def2-TZVPD basis",
  "symbols": ["C", "C", "H", "H", "C", "C", "H", "Sb", "N", "H", "H", "H", "H", "C", "N", "C", "C", "H", "C", "C", "H", "S", "C", "H", "C", "H", "C", "H", "H", "C", "C", "H", "S", "H", "H", "H", "H", "Au", "H", "H", "C", "C", "C", "H", "H", "H", "C", "H", "O", "C", "H", "C", "H", "B", "C", "H", "C", "H", "H", "H", "H", "C", "H", "C", "H", "C", "S", "C", "H", "C", "H"],
  "xyz": [[-3.21, -2.59, -0.41], [1.41, -0.99, -2.09], [3.28, -3.24, -3.94], [2.28, -3.56, -2.51], [3.33, 0.57, -1.92], [2.86, -2.79, -3.02], [0.76, -0.14, -2.35], [-1.47, 3.92, 0.12], [0.77, -2.14, 1.58], [-4.22, -3.36, -3.55], [0.80, -1.73, -1.56], [1.14, -1.93, -4.00], [-3.25, -1.17, 2.03], [3.97, 0.60, 1.22], [1.87, 0.07, 0.05], [1.97, -1.60, -3.37], [1.80, 0.98, 2.25], [6.55, 0.22, 2.27], [6.10, 1.21, 2.39], [4.59, 1.12, 2.34], [6.43, 1.62, 3.35], [0.62, 2.72, -0.48], [-5.04, -4.15, -0.36], [-5.80, -4.76, -2.26], [2.55, 0.53, 1.13], [-5.73, -4.77, 0.21], [3.92, -0.05, -3.20], [6.49, 1.85, 1.60], [3.22, -0.96, -5.03], [1.57, 1.98, 4.52], [-4.19, -3.36, -2.47], [2.19, 2.35, 5.34], [-2.29, 1.57, -0.01], [2.78, -2.48, -0.32], [-2.55, -1.97, -2.34], [2.16, 0.30, -4.40], [1.77, -5.26, 0.77], [-0.20, 0.65, -0.08], [-4.07, -3.38, 1.39], [0.73, 0.91, 2.23], [-4.11, -3.37, 0.31], [2.53, -0.50, -1.16], [0.74, -3.22, 1.17], [4.29, 1.99, 4.28], [0.94, 1.18, 4.90], [4.13, 0.98, -1.31], [3.40, -1.74, -0.82], [-0.25, -5.29, 0.84], [-1.28, -1.28, -0.41], [-5.08, -4.15, -1.74], [-2.10, -2.51, 2.24], [3.80, 1.57, 3.40], [0.69, -4.49, -0.74], [0.74, -4.67, 0.47], [-3.25, -2.59, -1.80], [-1.49, -0.86, 2.08], [-2.26, -1.55, 1.75], [0.90, 2.78, 4.19], [2.66, 1.39, -2.18], [4.60, 0.27, 0.41], [4.21, -1.49, -0.14], [2.80, -0.54, -4.11], [4.51, 0.71, -3.71], [2.41, 1.50, 3.37], [5.27, -1.66, -3.74], [3.99, -2.31, -2.11], [-1.23, 4.27, 2.34], [-2.18, -1.76, 0.28], [4.63, -3.16, -1.85], [4.83, -1.24, -2.83], [5.65, -0.90, -2.18]],
  "lowdin_spin": [0.000, -0.001, 0.000, 0.000, 0.020, 0.000, 0.000, 0.001, 0.006, 0.000, 0.000, 0.000, 0.000, 0.119, 0.465, -0.001, 0.142, -0.002, -0.007, -0.001, 0.000, 0.004, 0.000, 0.000, 0.025, 0.000, 0.003, -0.002, 0.000, -0.008, 0.000, 0.000, -0.006, 0.000, 0.000, 0.000, 0.000, 0.016, 0.000, 0.006, 0.000, 0.031, 0.004, 0.009, -0.002, 0.000, 0.014, 0.000, 0.001, 0.000, 0.000, 0.158, 0.000, 0.000, 0.000, 0.000, 0.000, -0.003, 0.000, 0.006, 0.001, 0.000, 0.001, -0.006, 0.000, 0.002, 0.002, 0.000, 0.001, 0.000, 0.000],
  "homo_ev": [-4.58, -4.58],
  "spin_multiplicity": 2,
  "e_tot_ev": -77010.00460,
  "de_lowest_kcal_mol": 0.0,
  "homo_lumo_gap_ha": [0.2211, 0.1858],
  "charge": -1
}